Record 1
62
Properties=species:S:1:pos:R:3:lowdin_charge:R:1 method="wB97M-V/def2-TZVPD" lumo_ev=4.2 homo_lumo_gap_ev=4.68 total_charge=-2 total_energy_ha=-6500.6562 spin_multiplicity=1 e_homo_ev=-0.513
Rh 1.35168 -2.33092 -0.41317 0.71
O 1.80352 -4.65279 5.21402 0.07
C 1.71647 -4.21370 4.08426 -0.29
C 0.43620 -3.88797 3.34824 -0.31
O -0.69835 -3.95918 3.80597 0.04
C 0.85493 -3.48788 2.01360 -0.32
C 2.26637 -3.44708 1.91382 -0.31
O 2.83526 -3.01382 0.85605 -0.16
C 2.87703 -3.90096 3.16253 -0.30
O 4.06026 -4.01092 3.44594 0.05
O 0.11534 -3.12187 1.03733 -0.19
C -4.56117 0.24033 2.92973 -0.12
C -3.21276 0.95384 2.87065 -0.26
C -2.02770 -0.00922 2.80935 -0.19
C -1.86096 -0.69789 1.46216 -0.13
N -1.48447 0.22928 0.39218 0.00
C -0.20608 0.58368 0.10777 -0.67
Se 1.26558 0.21954 1.14572 0.74
N -0.21554 1.25646 -1.07086 -0.02
C 0.94581 1.68977 -1.81523 -0.16
C 1.05305 3.21166 -1.88957 -0.19
C 1.40263 3.86578 -0.55272 -0.26
C 2.85540 3.64693 -0.14377 -0.12
C -1.49733 1.26324 -1.58200 -0.15
C -2.01667 1.75988 -2.76500 -0.01
C -3.38027 1.60425 -2.97934 -0.11
C -4.19198 0.97369 -2.03643 -0.10
C -3.66548 0.46635 -0.85507 0.00
C -2.30381 0.60837 -0.65035 -0.15
H -5.39297 0.94877 2.93646 0.06
H -4.62880 -0.37567 3.82876 0.07
H -4.70042 -0.42406 2.07451 0.05
H -3.11199 1.59585 3.75043 0.10
H -3.18415 1.61731 1.99884 0.10
H -2.13422 -0.79325 3.56519 0.12
H -1.09873 0.51877 3.02959 0.08
H -2.78619 -1.17999 1.14487 0.12
H -1.10153 -1.47840 1.49769 0.09
H 0.88026 1.24911 -2.81286 0.13
H 1.81352 1.25310 -1.32626 0.06
H 0.10776 3.61948 -2.25986 0.10
H 1.82123 3.46092 -2.62974 0.11
H 0.74640 3.46473 0.22530 0.10
H 1.19938 4.93915 -0.62029 0.10
H 3.06114 2.58653 0.00357 0.04
H 3.07521 4.14876 0.80026 0.07
H 3.53832 4.03720 -0.90424 0.07
H -1.38380 2.23568 -3.50220 0.10
H -3.81811 1.96936 -3.89992 0.09
H -5.25184 0.86844 -2.23126 0.09
H -4.29915 -0.02809 -0.13142 0.10
F -0.11705 -1.47078 -1.47227 -0.54
N 2.55406 -1.91404 -3.02407 -0.05
C 3.47184 -1.30922 -3.78281 -0.13
C 4.20316 -0.46608 -2.95995 -0.09
C 3.65092 -0.65898 -1.68582 -0.16
N 2.66046 -1.53766 -1.75435 -0.14
H 1.96175 -2.79529 -3.12931 -0.07
H 3.55004 -1.52103 -4.83594 0.10
H 5.02125 0.17718 -3.23497 0.07
H 3.91516 -0.22530 -0.73505 0.09
Se 1.26009 -4.35133 -1.76872 -0.11

Record 2
49
Properties=species:S:1:pos:R:3:lowdin_charge:R:1 method="wB97M-V/def2-TZVPD" lumo_ev=-2.9 homo_lumo_gap_ev=5.31 total_energy_ha=-4580.5481 spin_multiplicity=1 e_homo_ev=-8.179
Hf -0.03974 -0.20558 0.11208 1.28
S -0.19520 -1.65179 -2.04776 0.55
C -0.64951 -2.88235 -0.89315 -1.07
S -0.36723 -2.54411 0.81285 0.59
C -1.22331 -4.05636 -1.28410 -0.38
C -1.59682 -5.05816 -0.34172 -0.25
N -1.90443 -5.86798 0.41464 0.17
C -1.47815 -4.32271 -2.65980 -0.25
N -1.68350 -4.52941 -3.77248 0.16
F 3.22706 1.54772 5.34596 0.06
C 2.57511 1.20244 4.21708 -0.29
C 1.60213 0.22575 4.27782 -0.01
C 0.93855 -0.11328 3.10523 -0.15
C 1.23161 0.48543 1.87087 -0.31
C 2.23023 1.46516 1.88167 -0.14
C 2.90494 1.83820 3.03638 -0.02
H 1.37345 -0.24767 5.22282 0.12
H 0.16234 -0.87146 3.17907 0.08
H 2.50629 1.97875 0.96309 0.08
H 3.67024 2.60275 3.03696 0.12
Se 1.21368 2.68722 -2.53702 1.23
N 2.86112 2.24430 -3.02823 -0.20
C 3.20961 1.15938 -2.36748 -0.36
C 4.42607 0.40987 -2.45045 0.03
C 4.52030 -0.70013 -1.67979 -0.01
C 3.44719 -1.10776 -0.80806 -0.05
N 2.33509 -0.44931 -0.68970 0.01
C 2.22497 0.66214 -1.46394 -0.52
N 1.08816 1.32171 -1.39060 -0.33
H 5.21575 0.73232 -3.11407 0.13
H 5.40534 -1.32002 -1.69635 0.12
H 3.56192 -2.00763 -0.21565 0.14
C -5.58527 -1.50973 -0.34157 -0.08
C -4.55480 -1.36968 -1.28815 -0.07
C -3.42758 -0.65361 -0.98307 -0.07
C -3.25869 -0.04990 0.28528 -0.22
C -2.04322 0.64217 0.64055 -0.25
C -2.01414 1.26869 1.87153 -0.16
C -3.10317 1.22280 2.77931 -0.08
C -4.21260 0.49861 2.46919 -0.03
C -4.32014 -0.16158 1.21526 -0.17
C -5.47155 -0.90699 0.88059 -0.04
H -6.46839 -2.08486 -0.58587 0.10
H -4.64818 -1.82860 -2.26414 0.11
H -2.65060 -0.54560 -1.72950 0.05
H -1.12611 1.80136 2.19769 0.08
H -3.02703 1.73933 3.72740 0.10
H -5.03476 0.41596 3.16980 0.11
H -6.26622 -0.99103 1.61210 0.11

Record 3
122
Properties=species:S:1:pos:R:3:lowdin_charge:R:1 method="wB97M-V/def2-TZVPD" lumo_ev="0.4 / -0.2" homo_lumo_gap_ev="3.45 / 6.83" total_energy_ha=-3725.9981 spin_multiplicity=6 e_homo_ev="-3.071 / -7.073" s2=8.77
Ru -0.78296 -0.12263 0.30822 0.59
C -2.02604 -1.34274 5.17902 -0.11
C -2.19671 -0.70803 3.80171 -0.51
C -1.94113 0.79947 3.90932 -0.11
P -1.14872 -1.39504 2.40198 1.00
C -1.90621 -3.06832 2.00340 -0.53
C -0.88598 -3.81242 1.13166 -0.13
C -2.49172 -3.96870 3.08622 -0.11
C 0.48297 -1.76828 3.13890 -0.36
C 0.64053 -2.73262 4.13744 -0.11
C 1.88327 -3.00048 4.68442 -0.08
C 3.00050 -2.32223 4.21775 -0.08
C 2.85825 -1.38902 3.20285 -0.09
C 1.60844 -1.07720 2.65851 -0.28
Si 1.42717 0.26950 1.31693 0.55
C 0.83768 1.76460 2.32139 -0.36
C 1.45389 2.01282 3.55201 -0.18
C 1.26529 3.19664 4.24800 -0.13
C 0.44769 4.21282 3.68001 -0.13
C -0.21693 3.98332 2.50050 -0.15
C -0.09988 2.74822 1.81856 -0.46
P -1.03338 2.34257 0.34225 0.96
C -0.34851 3.53146 -0.95799 -0.51
C 1.16967 3.59788 -0.77912 -0.12
C -0.94276 4.93609 -1.01657 -0.11
C -2.85652 2.76323 0.58141 -0.54
C -3.26517 4.02603 1.33064 -0.11
C -3.60335 2.62469 -0.75205 -0.13
C 3.18752 0.53418 0.66139 -0.27
C 4.02615 1.40689 1.36698 -0.09
C 5.36655 1.55965 1.07176 -0.06
C 5.92836 0.82882 0.02442 -0.08
C 5.12538 0.00080 -0.72299 -0.11
C 3.75585 -0.14960 -0.43381 -0.35
P 2.89319 -1.13676 -1.65289 0.64
C 3.90786 -2.72511 -1.76215 -0.49
C 3.02584 -3.94340 -1.48534 -0.15
C 4.69794 -2.90043 -3.05541 -0.11
C 3.09560 -0.19277 -3.26436 -0.50
C 2.23807 -0.77849 -4.37996 -0.13
C 2.70672 1.26158 -2.98644 -0.11
H -2.66145 -0.80826 5.88836 0.08
H -0.99535 -1.24970 5.51613 0.08
H -2.30980 -2.39433 5.19997 0.05
H -3.23200 -0.86569 3.46873 0.10
H -0.93834 0.99253 4.29361 0.08
H -2.66410 1.26278 4.58453 0.09
H -2.00779 1.29127 2.93944 0.03
H -2.75037 -2.77546 1.36972 0.06
H -0.01847 -4.10389 1.72491 0.08
H -0.52582 -3.17254 0.32198 0.01
H -1.32369 -4.71112 0.69027 0.08
H -1.73983 -4.35517 3.77261 0.06
H -2.95450 -4.82927 2.59678 0.08
H -3.26628 -3.46120 3.66124 0.07
H -0.21397 -3.29204 4.48783 0.08
H 1.98279 -3.73716 5.47199 0.10
H 3.97403 -2.52084 4.64957 0.10
H 3.73669 -0.87478 2.82953 0.09
H 2.10709 1.25556 3.98128 0.09
H 1.76074 3.36262 5.19715 0.08
H 0.33471 5.16707 4.18103 0.08
H -0.83641 4.77234 2.09196 0.07
H -0.55017 3.04961 -1.92078 0.06
H 1.42415 4.20463 0.08982 0.08
H 1.63364 4.04343 -1.66445 0.08
H 1.60114 2.60635 -0.62399 0.04
H -0.78993 5.47376 -0.08076 0.07
H -2.00664 4.92534 -1.24910 0.05
H -0.43416 5.49917 -1.80459 0.08
H -3.17348 1.91517 1.19612 0.06
H -2.97504 4.93714 0.80723 0.06
H -2.83476 4.04382 2.33025 0.06
H -4.35404 4.03033 1.43651 0.08
H -3.54583 3.54133 -1.34288 0.06
H -4.65747 2.40608 -0.56784 0.08
H -3.19471 1.80527 -1.34539 0.04
H 3.59696 1.97624 2.18340 0.10
H 5.98177 2.23071 1.65703 0.11
H 6.98341 0.92111 -0.20005 0.10
H 5.55267 -0.55003 -1.55552 0.09
H 4.61392 -2.62588 -0.93382 0.10
H 2.26661 -4.05172 -2.26009 0.06
H 2.51285 -3.84904 -0.52927 0.06
H 3.63846 -4.84722 -1.46328 0.08
H 4.03640 -3.00068 -3.91577 0.07
H 5.29369 -3.81186 -2.98925 0.08
H 5.37970 -2.06912 -3.24154 0.06
H 4.15163 -0.24178 -3.54287 0.10
H 1.18956 -0.77066 -4.08368 0.02
H 2.50574 -1.80960 -4.61113 0.06
H 2.35857 -0.18228 -5.28713 0.08
H 1.70278 1.30548 -2.55419 0.05
H 2.70907 1.84380 -3.91036 0.09
H 3.39572 1.73397 -2.28628 0.07
O -4.20965 -0.46749 0.47828 -0.07
H -3.40864 -0.47446 -0.07537 -0.03
H -3.89500 -0.56848 1.38165 0.00
S 0.95201 -1.50105 -1.45723 0.36
C -2.39608 1.18655 -5.00615 -0.15
C -1.10804 1.23011 -4.20997 -0.19
N -1.35404 0.63651 -2.90910 0.06
C -2.10893 -0.49704 -2.73826 -0.39
N -2.02092 -1.13393 -1.59915 -0.07
C -2.66913 -2.43983 -1.52989 -0.24
C -4.01351 -2.42824 -2.23638 -0.15
C -3.75895 -2.05416 -3.68124 -0.16
N -2.95102 -0.84726 -3.75814 -0.03
C -2.84488 -0.25821 -5.08398 -0.15
H -2.24003 1.58384 -6.00878 0.12
H -3.15254 1.78948 -4.49981 0.12
H -0.78367 2.25999 -4.06509 0.11
H -0.31342 0.70633 -4.75755 0.11
H -0.59679 0.67346 -2.23929 0.04
H -2.79259 -2.70890 -0.48459 0.07
H -2.01493 -3.19006 -1.99302 0.12
H -4.66290 -1.68815 -1.76479 0.11
H -4.49588 -3.40462 -2.18384 0.12
H -4.69862 -1.86825 -4.20588 0.12
H -3.25192 -2.87893 -4.19866 0.13
H -3.82563 -0.32871 -5.55637 0.12
H -2.13880 -0.83107 -5.70095 0.13